Entry from OMol25: C11H24F9N2O13S3V as an isolated structure in a non-equilibrium geometry (the ωB97M-V functional and the def2-TZVPD basis).

```
! wB97M-V def2-TZVPD RIJCOSX def2/J DEFGRID3
* xyz 0 1
O 12.982 12.261 11.197
V 14.204 11.887 10.211
O 15.536 12.413 10.941
C 9.285 9.328 15.404
C 8.777 7.903 15.077
C 7.348 7.599 15.699
O 6.503 8.496 15.107
C 5.550 9.108 15.921
N 8.836 7.700 13.518
H 8.319 8.461 13.101
H 9.792 7.666 13.192
H 8.245 6.910 13.304
H 9.955 9.824 14.702
H 9.881 9.400 16.314
H 8.481 10.038 15.596
H 9.448 7.155 15.497
H 7.437 7.809 16.765
H 7.024 6.576 15.509
H 6.194 9.535 16.691
H 4.727 8.502 16.300
H 5.072 9.907 15.355
C 18.480 8.503 20.355
C 17.332 9.375 20.071
C 17.507 10.294 18.853
O 16.435 11.185 18.626
C 16.647 12.313 17.755
N 16.116 8.502 19.837
H 16.111 7.642 20.366
H 15.233 8.942 20.057
H 16.015 8.130 18.904
H 18.373 7.910 21.264
H 19.329 9.150 20.573
H 18.779 7.883 19.510
H 17.037 9.972 20.934
H 17.925 9.709 18.033
H 18.392 10.892 19.067
H 16.711 11.989 16.717
H 17.674 12.671 17.834
H 15.933 13.125 17.896
C 9.920 8.867 5.417
F 10.352 10.042 4.892
F 8.621 8.691 4.993
F 10.776 7.928 4.969
S 10.041 8.911 7.303
O 8.957 9.851 7.667
O 9.766 7.497 7.649
O 11.391 9.322 7.640
C 10.680 15.722 15.369
F 10.454 15.634 16.752
F 11.810 15.057 14.964
F 9.611 15.207 14.760
S 10.594 17.572 14.853
O 11.111 18.407 15.908
O 11.305 17.702 13.531
O 9.121 17.726 14.754
C 17.449 6.804 13.270
F 17.527 6.785 11.959
F 17.886 5.606 13.647
F 18.256 7.754 13.661
S 15.510 7.049 13.649
O 14.778 5.762 13.571
O 15.406 7.575 15.021
O 15.007 7.930 12.574
*
```

Computed properties:
ΔE to the lowest compared entry with this formula, charge and spin: 0.0 kJ/mol
Total energy: -124032.3721 eV
LUMO energy: -5.4 eV
Kohn-Sham gap: 1.76 eV
Molecular weight: 710.4 g/mol

Mulliken atomic charge list, values in e, 5 entries:
1. O -0.4138
2. V 1.8331
3. O -0.4604
4. C -1.3244
5. C 0.2282


Entry from OMol25: C11H24FNaOP as an isolated structure (the ωB97M-V functional and the def2-TZVPD basis).

```
! wB97M-V def2-TZVPD RIJCOSX def2/J DEFGRID3
* xyz 1 1
C 2.385 1.535 1.956
C 1.170 1.165 1.583
C 0.691 1.113 0.154
P -0.406 -0.342 -0.135
C -0.554 -1.703 1.079
C -1.746 -2.608 0.708
C 0.855 -1.260 -1.219
C 2.238 -1.520 -0.599
C 3.422 -1.115 -1.479
O 3.953 0.107 -0.964
C -1.937 0.616 0.838
C -3.000 1.235 -0.034
C -2.471 2.266 -1.020
F -3.681 0.261 -0.758
H 3.139 1.816 1.231
H 2.673 1.541 2.999
H 0.454 0.866 2.345
H 0.109 2.010 -0.069
H 1.540 1.083 -0.529
H -1.257 -0.319 -1.268
H 0.372 -2.276 1.072
H -0.681 -1.299 2.083
H -2.523 -2.085 0.150
H -2.207 -3.015 1.607
H -1.421 -3.449 0.096
H 0.960 -0.646 -2.122
H 0.382 -2.193 -1.545
H 2.335 -2.575 -0.337
H 2.356 -0.967 0.337
H 4.185 -1.896 -1.499
H 3.083 -0.954 -2.509
H 4.807 0.278 -1.369
H -2.459 -0.086 1.493
H -1.559 1.407 1.497
H -3.771 1.706 0.616
H -1.667 1.885 -1.644
H -2.073 3.118 -0.455
H -3.245 2.608 -1.712
Na -4.453 3.693 -0.579
*
```

Computed properties:
Total energy: -30257.9089 eV
LUMO energy: -4.7 eV
Kohn-Sham gap: 5.65 eV
Molecular weight: 245.3 g/mol

Mulliken atomic charge list, values in e, 5 entries:
1. C -0.9371
2. C -0.0973
3. C -0.7203
4. P 0.9188
5. C -0.8861


Entry from OMol25: C11H24N3O8S2 as an isolated structure in a non-equilibrium geometry (the ωB97M-V functional and the def2-TZVPD basis).

```
! wB97M-V def2-TZVPD RIJCOSX def2/J DEFGRID3
* xyz -1 1
C 1.012 -1.377 0.686
C 0.199 -0.558 -0.281
N 0.677 -0.272 -1.416
C -1.179 -0.207 0.242
S -1.832 1.375 -0.265
O -0.842 2.396 -0.038
O -2.227 1.232 -1.652
N -3.133 1.677 0.638
S -4.183 0.548 0.982
N -4.500 -0.358 -0.398
O -3.690 -0.419 1.941
O -5.431 1.191 1.328
H 1.879 -1.772 0.168
H 1.294 -0.796 1.560
H 0.415 -2.231 1.005
H 0.025 0.290 -1.964
H -1.889 -0.974 -0.051
H -1.164 -0.196 1.330
H -5.457 -0.170 -0.663
H -4.455 -1.327 -0.112
O 1.056 -4.847 1.297
C 1.647 -4.960 2.330
O 1.886 -3.852 3.060
C 2.421 -3.885 4.381
C 3.935 -3.938 4.379
C 2.197 -6.291 2.796
H 1.980 -4.702 4.955
H 2.082 -2.959 4.841
H 4.305 -4.849 3.909
H 4.317 -3.898 5.400
H 4.337 -3.093 3.821
H 3.164 -6.451 2.321
H 1.513 -7.069 2.468
H 2.310 -6.378 3.874
O 0.211 2.280 -3.091
C -0.133 3.375 -3.407
O 0.644 4.052 -4.313
C 0.238 5.282 -4.895
C 0.592 6.471 -4.024
C -1.332 4.070 -2.810
H -0.824 5.262 -5.143
H 0.782 5.340 -5.838
H 0.072 6.430 -3.067
H 0.325 7.405 -4.523
H 1.662 6.477 -3.818
H -1.042 4.543 -1.873
H -2.087 3.321 -2.590
H -1.774 4.809 -3.479
*
```

Computed properties:
Total energy: -54318.1089 eV
LUMO energy: 2.2 eV
Kohn-Sham gap: 7.76 eV
Molecular weight: 390.5 g/mol

Mulliken atomic charge list, values in e, 5 entries:
1. C -1.1717
2. C 0.7046
3. N -0.8474
4. C -0.9703
5. S 1.4433


Entry from OMol25: the molecule C11H24N4O2 in a non-equilibrium geometry (the ωB97M-V functional and the def2-TZVPD basis).

```
! wB97M-V def2-TZVPD RIJCOSX def2/J DEFGRID3
* xyz 0 1
C 1.031 3.444 1.834
N 0.680 3.018 0.460
C 0.076 4.182 -0.259
C 1.676 2.162 -0.278
C 1.164 0.720 -0.152
C 2.098 -0.279 -0.842
C 1.514 -1.681 -0.809
N 0.414 -1.713 -1.775
C -0.185 -2.990 -2.178
C -1.053 -3.524 -1.042
C -2.275 -2.700 -0.644
N -1.828 -1.509 0.114
C -2.451 -1.018 1.247
O -3.549 -1.477 1.561
C -1.815 0.092 2.049
N -0.599 -0.452 2.702
O -0.503 0.073 3.829
H 1.646 4.369 1.809
H 0.123 3.672 2.394
H 1.587 2.680 2.362
H -0.878 4.377 0.195
H -0.058 3.954 -1.323
H 0.768 5.034 -0.131
H 2.659 2.287 0.160
H 1.738 2.405 -1.340
H 0.146 0.753 -0.564
H 1.117 0.436 0.899
H 3.027 -0.289 -0.270
H 2.295 0.038 -1.864
H 2.276 -2.449 -1.037
H 1.121 -1.955 0.179
H 0.725 -1.277 -2.643
H 0.618 -3.735 -2.425
H -0.800 -2.831 -3.068
H -1.408 -4.504 -1.405
H -0.407 -3.689 -0.197
H -2.850 -2.456 -1.560
H -2.932 -3.342 -0.069
H -0.867 -1.222 -0.091
H -2.529 0.487 2.794
H -1.513 0.907 1.383
*
```

Computed properties:
ΔE to the lowest compared entry with this formula, charge and spin: 165.5 kJ/mol
Total energy: -21848.7608 eV
LUMO energy: -0.4 eV
Kohn-Sham gap: 7.94 eV
Molecular weight: 244.3 g/mol

Mulliken atomic charge list, values in e, 5 entries:
1. C -1.2517
2. N 0.4314
3. C -1.0644
4. C -1.5761
5. C 0.5456


Entry from OMol25: the molecule C11H24NP in a non-equilibrium geometry (the ωB97M-V functional and the def2-TZVPD basis).

```
! wB97M-V def2-TZVPD RIJCOSX def2/J DEFGRID3
* xyz 0 1
C 3.762 0.826 -0.813
C 2.597 0.520 -0.023
C 2.025 -0.625 0.223
C 2.646 -1.863 -0.260
C 0.886 -0.713 1.102
C 0.699 0.533 2.027
P -0.788 -1.237 0.229
N -0.675 -2.023 -1.174
C -2.161 0.052 -0.061
C -3.409 -1.022 -0.250
C -2.359 0.944 1.140
C -2.000 0.864 -1.373
C -1.054 2.065 -1.318
H 4.646 0.934 -0.071
H 3.772 1.661 -1.583
H 3.983 0.005 -1.458
H 1.999 1.315 0.319
H 2.450 -2.127 -1.247
H 2.375 -2.877 0.219
H 3.775 -1.573 -0.154
H 1.177 -1.566 1.709
H 0.355 1.355 1.496
H 0.170 0.321 2.933
H 1.691 0.815 2.441
H -1.098 -1.955 1.372
H 0.163 -2.614 -1.162
H -3.731 -1.189 -1.270
H -3.178 -1.983 0.262
H -4.284 -0.663 0.327
H -1.597 1.602 1.236
H -2.585 0.418 2.077
H -3.279 1.561 0.899
H -2.997 1.179 -1.751
H -1.604 -0.050 -1.894
H -1.416 2.872 -0.740
H -0.032 1.807 -0.968
H -0.919 2.432 -2.441
*
```

Computed properties:
ΔE to the lowest compared entry with this formula, charge and spin: 72.1 kJ/mol
Total energy: -22571.9817 eV
LUMO energy: 0.8 eV
Kohn-Sham gap: 9.08 eV
Molecular weight: 201.3 g/mol

Mulliken atomic charge list, values in e, 5 entries:
1. C -1.7017
2. C 0.2633
3. C 0.7572
4. C -2.2028
5. C 0.3590


Entry from OMol25: a 4-piece molecular cluster, C11H24O7S overall (the ωB97M-V functional and the def2-TZVPD basis).

```
! wB97M-V def2-TZVPD RIJCOSX def2/J DEFGRID3
* xyz 0 1
C -1.092 -1.309 -4.164
C 0.281 -0.779 -3.796
O 1.046 -1.778 -3.076
S 1.410 -1.515 -1.518
O 1.514 -2.833 -0.960
O 0.028 -0.828 -0.889
O -1.075 -1.749 -0.860
H -1.525 -1.848 -3.323
H -0.995 -2.003 -4.998
H -1.736 -0.487 -4.461
H 0.841 -0.592 -4.713
H 0.242 0.162 -3.251
H -1.784 -1.172 -1.171
C 3.701 -1.742 3.847
C 3.161 -0.949 2.681
O 3.832 -0.116 2.116
C 1.743 -1.246 2.272
H 4.725 -1.440 4.053
H 3.081 -1.565 4.727
H 3.677 -2.808 3.615
H 1.075 -1.044 3.109
H 1.648 -2.291 1.973
H 1.468 -0.612 1.433
C -1.845 3.766 -6.323
C -1.291 3.032 -5.128
O -1.351 1.826 -5.042
C -0.657 3.871 -4.046
H -2.270 3.054 -7.025
H -2.618 4.467 -6.005
H -1.051 4.330 -6.816
H -1.386 4.576 -3.645
H 0.180 4.439 -4.456
H -0.298 3.230 -3.245
C -1.453 -1.868 5.689
C -0.682 -0.571 5.681
O 0.443 -0.505 5.242
C -1.382 0.642 6.245
H -0.843 -2.659 5.258
H -1.723 -2.136 6.712
H -2.370 -1.762 5.107
H -1.649 0.467 7.288
H -2.296 0.840 5.683
H -0.725 1.505 6.181
*
```

Computed properties:
Total energy: -36960.1573 eV
LUMO energy: 0.6 eV
Kohn-Sham gap: 9.50 eV
Molecular weight: 300.4 g/mol

Mulliken atomic charge list, values in e, 5 entries:
1. C -1.0395
2. C -0.2159
3. O -0.3439
4. S 0.7497
5. O -0.4776


Question: Number 4 is which compound?
Answer: C11H24N4O2


Question: Which value of LUMO energy does entry 3 give?
Answer: 2.2 eV


Repeat the fifth record exactly.
Entry from OMol25: the molecule C11H24NP in a non-equilibrium geometry (the ωB97M-V functional and the def2-TZVPD basis).

```
! wB97M-V def2-TZVPD RIJCOSX def2/J DEFGRID3
* xyz 0 1
C 3.762 0.826 -0.813
C 2.597 0.520 -0.023
C 2.025 -0.625 0.223
C 2.646 -1.863 -0.260
C 0.886 -0.713 1.102
C 0.699 0.533 2.027
P -0.788 -1.237 0.229
N -0.675 -2.023 -1.174
C -2.161 0.052 -0.061
C -3.409 -1.022 -0.250
C -2.359 0.944 1.140
C -2.000 0.864 -1.373
C -1.054 2.065 -1.318
H 4.646 0.934 -0.071
H 3.772 1.661 -1.583
H 3.983 0.005 -1.458
H 1.999 1.315 0.319
H 2.450 -2.127 -1.247
H 2.375 -2.877 0.219
H 3.775 -1.573 -0.154
H 1.177 -1.566 1.709
H 0.355 1.355 1.496
H 0.170 0.321 2.933
H 1.691 0.815 2.441
H -1.098 -1.955 1.372
H 0.163 -2.614 -1.162
H -3.731 -1.189 -1.270
H -3.178 -1.983 0.262
H -4.284 -0.663 0.327
H -1.597 1.602 1.236
H -2.585 0.418 2.077
H -3.279 1.561 0.899
H -2.997 1.179 -1.751
H -1.604 -0.050 -1.894
H -1.416 2.872 -0.740
H -0.032 1.807 -0.968
H -0.919 2.432 -2.441
*
```

Computed properties:
ΔE to the lowest compared entry with this formula, charge and spin: 72.1 kJ/mol
Total energy: -22571.9817 eV
LUMO energy: 0.8 eV
Kohn-Sham gap: 9.08 eV
Molecular weight: 201.3 g/mol

Mulliken atomic charge list, values in e, 5 entries:
1. C -1.7017
2. C 0.2633
3. C 0.7572
4. C -2.2028
5. C 0.3590